{
  "formula": "C61H126F21N10O25S6",
  "method": "wB97M-V/def2-TZVPD",
  "species": ["C", "C", "C", "N", "C", "C", "C", "C", "C", "H", "H", "H", "H", "H", "H", "H", "H", "H", "H", "H", "H", "H", "H", "H", "H", "H", "H", "C", "C", "C", "N", "C", "C", "C", "C", "C", "H", "H", "H", "H", "H", "H", "H", "H", "H", "H", "H", "H", "H", "H", "H", "H", "H", "H", "C", "C", "C", "N", "C", "C", "C", "C", "C", "H", "H", "H", "H", "H", "H", "H", "H", "H", "H", "H", "H", "H", "H", "H", "H", "H", "H", "C", "C", "C", "N", "C", "C", "C", "C", "C", "H", "H", "H", "H", "H", "H", "H", "H", "H", "H", "H", "H", "H", "H", "H", "H", "H", "H", "C", "C", "O", "N", "H", "H", "C", "H", "H", "H", "H", "H", "H", "C", "C", "O", "N", "H", "H", "C", "H", "H", "H", "H", "H", "H", "C", "C", "O", "N", "H", "H", "C", "H", "H", "H", "H", "H", "H", "C", "O", "O", "C", "F", "F", "F", "C", "C", "H", "H", "H", "H", "H", "H", "C", "O", "O", "C", "F", "F", "F", "C", "C", "H", "H", "H", "H", "H", "H", "C", "O", "O", "C", "F", "F", "F", "C", "C", "H", "H", "H", "H", "H", "H", "C", "O", "O", "C", "F", "F", "F", "C", "C", "H", "H", "H", "H", "H", "H", "C", "O", "O", "C", "F", "F", "F", "C", "C", "H", "H", "H", "H", "H", "H", "N", "S", "O", "O", "F", "S", "O", "O", "F", "N", "S", "O", "O", "F", "S", "O", "O", "F", "N", "S", "O", "O", "F", "S", "O", "O", "F"],
  "xyz": [[-0.254, 1.447, 1.657], [1.013, 1.284, 0.725], [0.923, 0.132, -0.304], [1.054, -1.340, 0.164], [2.382, -1.770, 0.493], [0.506, -2.049, -1.056], [-0.036, -3.345, -0.476], [-0.283, -3.133, 1.025], [0.155, -1.718, 1.362], [-1.060, 1.311, 0.995], [-0.285, 2.466, 1.988], [-0.229, 0.903, 2.590], [1.984, 1.261, 1.246], [0.960, 2.032, -0.043], [1.727, 0.208, -1.025], [-0.037, 0.165, -0.761], [2.469, -2.839, 0.673], [2.732, -1.285, 1.411], [3.061, -1.519, -0.274], [1.435, -2.204, -1.595], [-0.256, -1.503, -1.606], [0.593, -4.196, -0.815], [-1.036, -3.567, -0.890], [0.260, -3.929, 1.523], [-1.331, -3.262, 1.192], [0.687, -1.542, 2.337], [-0.737, -1.174, 1.187], [-7.624, -3.572, 2.460], [-6.650, -2.800, 1.607], [-6.932, -1.275, 1.814], [-6.294, -0.258, 0.825], [-6.699, -0.639, -0.565], [-4.863, -0.298, 1.112], [-4.545, 1.114, 1.633], [-5.821, 1.572, 2.207], [-6.791, 1.129, 1.189], [-7.287, -3.561, 3.529], [-7.633, -4.666, 2.216], [-8.612, -3.109, 2.402], [-6.737, -3.008, 0.546], [-5.655, -3.066, 1.848], [-6.618, -1.127, 2.830], [-8.054, -1.098, 1.777], [-6.324, 0.148, -1.259], [-7.736, -0.828, -0.572], [-6.168, -1.528, -0.887], [-4.393, -0.589, 0.137], [-4.634, -0.922, 1.906], [-4.127, 1.765, 0.868], [-3.703, 0.983, 2.336], [-5.870, 2.681, 2.272], [-6.007, 1.113, 3.176], [-6.729, 1.780, 0.235], [-7.860, 1.082, 1.553], [5.176, 1.514, 3.545], [3.831, 1.864, 4.115], [3.307, 0.811, 5.056], [1.964, 1.175, 5.663], [1.983, 2.498, 6.334], [1.578, -0.027, 6.622], [0.118, -0.415, 6.363], [-0.402, 0.573, 5.336], [0.910, 1.073, 4.597], [5.629, 2.275, 2.971], [5.176, 0.548, 3.078], [5.844, 1.369, 4.358], [3.133, 2.073, 3.309], [3.948, 2.851, 4.651], [3.997, 0.674, 5.911], [3.083, -0.106, 4.459], [0.982, 2.727, 6.666], [2.308, 3.212, 5.662], [2.684, 2.497, 7.228], [1.851, 0.346, 7.641], [2.293, -0.810, 6.394], [-0.472, -0.330, 7.289], [0.010, -1.430, 5.979], [-0.933, 1.388, 5.773], [-1.063, 0.035, 4.618], [0.755, 2.077, 4.102], [1.276, 0.413, 3.806], [2.172, 0.476, -9.441], [1.477, 1.367, -8.436], [1.894, 0.783, -7.125], [1.058, 1.103, -5.872], [-0.268, 0.322, -5.933], [0.849, 2.550, -5.736], [0.372, 2.776, -4.298], [1.029, 1.582, -3.479], [1.838, 0.818, -4.582], [1.652, -0.494, -9.293], [3.172, 0.386, -9.056], [2.076, 0.680, -10.504], [0.343, 1.337, -8.537], [1.842, 2.385, -8.554], [2.920, 1.103, -6.943], [1.760, -0.238, -7.250], [-0.848, 0.473, -5.036], [-0.036, -0.725, -6.164], [-0.840, 0.830, -6.663], [0.080, 2.858, -6.425], [1.817, 2.975, -5.883], [-0.665, 2.733, -4.199], [0.724, 3.736, -4.003], [0.224, 1.051, -3.039], [1.636, 1.879, -2.641], [1.869, -0.251, -4.389], [2.801, 1.353, -4.681], [6.280, 4.077, -5.962], [5.090, 3.541, -5.233], [4.230, 2.801, -5.763], [5.115, 3.886, -3.920], [4.230, -0.506, -5.020], [5.772, 4.618, -3.703], [4.041, 3.462, -3.036], [7.140, 4.285, -5.312], [5.941, 5.005, -6.452], [6.627, 3.310, -6.702], [3.247, 3.462, -3.738], [3.797, 4.161, -2.266], [4.187, 2.486, -2.582], [0.777, 5.006, -0.185], [2.099, 4.959, 0.647], [2.242, 4.370, 1.723], [3.129, 5.539, 0.079], [2.438, 4.826, 3.132], [3.118, 6.087, -0.760], [4.414, 5.794, 0.767], [0.137, 4.212, 0.071], [0.988, 5.182, -1.235], [0.328, 5.989, 0.123], [4.418, 6.753, 1.183], [5.226, 5.733, 0.127], [4.671, 5.016, 1.471], [-7.885, -7.119, 0.666], [-6.840, -8.205, 0.530], [-6.666, -8.818, -0.502], [-6.083, -8.390, 1.634], [-6.205, -7.756, 2.378], [-6.800, -7.688, -1.684], [-4.952, -9.382, 1.580], [-7.851, -6.423, -0.252], [-7.673, -6.533, 1.582], [-8.879, -7.585, 0.767], [-5.347, -10.368, 1.198], [-4.634, -9.399, 2.569], [-4.068, -9.185, 0.938], [4.240, -2.523, -5.209], [5.333, -3.055, -5.977], [3.885, -1.208, -5.560], [3.029, -3.355, -5.530], [2.064, -2.965, -4.631], [2.558, -3.050, -6.718], [3.201, -4.698, -5.328], [6.480, -2.241, -5.647], [7.736, -2.919, -6.090], [7.988, -2.860, -7.120], [8.547, -2.399, -5.560], [7.644, -3.932, -5.816], [6.377, -2.152, -4.582], [6.333, -1.191, -6.006], [4.429, -2.498, -4.160], [2.336, -2.804, 4.202], [2.060, -3.385, 5.451], [1.740, -1.601, 3.992], [3.891, -2.567, 4.291], [4.422, -1.798, 3.363], [4.176, -1.862, 5.446], [4.472, -3.783, 4.243], [1.016, -4.322, 5.402], [0.935, -5.054, 6.746], [0.048, -5.662, 6.776], [1.830, -5.532, 7.110], [0.650, -4.254, 7.391], [1.309, -5.004, 4.633], [0.112, -3.913, 5.208], [2.278, -3.560, 3.336], [1.962, 6.363, 4.448], [2.573, 6.578, 5.670], [2.422, 4.990, 4.139], [0.407, 6.244, 4.556], [-0.080, 5.471, 3.613], [0.153, 5.698, 5.798], [-0.293, 7.411, 4.573], [2.507, 7.822, 6.336], [3.138, 7.549, 7.715], [3.216, 8.473, 8.326], [2.367, 7.023, 8.347], [4.069, 6.935, 7.595], [1.445, 8.219, 6.396], [2.988, 8.638, 5.761], [2.220, 7.087, 3.652], [-6.589, -6.445, -3.375], [-5.154, -6.206, -3.607], [-6.863, -6.679, -2.057], [-7.279, -5.119, -3.764], [-7.142, -4.907, -5.046], [-8.584, -5.247, -3.558], [-6.792, -4.063, -3.087], [-4.478, -7.460, -3.428], [-3.010, -7.412, -3.761], [-2.482, -7.031, -2.839], [-2.749, -8.405, -3.992], [-2.899, -6.736, -4.611], [-4.932, -8.322, -3.913], [-4.528, -7.630, -2.404], [-6.983, -7.266, -4.065], [-4.382, -1.329, 4.993], [-3.796, -0.498, 5.918], [-5.111, -0.785, 4.051], [-3.207, -2.214, 4.367], [-2.303, -2.768, 5.181], [-3.707, -3.329, 3.694], [-2.501, -1.633, 3.427], [-4.708, 0.380, 6.580], [-5.367, 1.492, 5.699], [-4.689, 1.854, 4.923], [-6.366, 1.203, 5.316], [-5.622, 2.361, 6.330], [-4.075, 0.792, 7.455], [-5.538, -0.142, 7.103], [-5.035, -2.037, 5.571], [5.306, 0.051, -3.251], [6.886, 0.288, -3.537], [6.933, 0.876, -4.851], [7.734, -0.856, -3.209], [7.346, 1.314, -2.419], [4.659, -0.387, -1.915], [3.363, -0.901, -2.286], [4.848, 0.562, -0.885], [5.509, -1.679, -1.394], [-3.139, 0.937, -4.178], [-3.347, 0.433, -2.726], [-4.326, 1.075, -1.933], [-2.069, 0.133, -2.075], [-3.994, -1.023, -2.926], [-3.823, 2.228, -4.820], [-3.232, 2.482, -6.106], [-3.972, 3.199, -3.815], [-5.282, 1.677, -5.104], [3.779, 6.826, -2.759], [2.847, 6.482, -4.053], [1.725, 5.720, -3.549], [3.600, 6.202, -5.248], [2.156, 7.823, -4.431], [5.107, 7.690, -2.802], [6.025, 7.282, -3.817], [5.483, 7.803, -1.444], [4.799, 9.205, -3.293]],
  "forces_ev_per_a": [[2.4950, 0.5457, -0.6156], [-0.5436, -1.7391, 0.3704], [1.1115, -0.4544, 2.2506], [-2.5290, 1.5039, 0.1504], [1.5620, -0.0145, 1.2844], [1.0400, -1.4659, 0.9229], [-1.1035, -0.7503, -1.3591], [1.3669, -1.1064, -0.2395], [0.5507, -0.3425, -0.9967], [-1.5480, -0.5748, -0.2542], [0.0236, 0.8484, 0.0271], [-0.3843, -0.7961, -0.4789], [-0.3853, 0.3851, -0.2191], [0.3893, 1.3227, 0.1924], [-0.0306, 0.1933, -0.2661], [-0.6541, 0.2052, -0.4360], [-0.5091, -0.1415, -0.0658], [-0.3298, 0.0074, -0.0702], [0.4504, 0.1673, -0.8107], [-0.3954, -0.0418, -0.9123], [0.2820, 0.3213, 0.2456], [-0.2241, 0.3905, 0.8528], [0.5575, 0.1580, -0.3161], [0.0067, 0.1339, 0.6460], [-0.5547, -0.0447, 0.5507], [-0.4512, -0.1186, -0.6358], [-0.7364, 1.2172, 0.3951], [0.3930, -0.9593, 1.1101], [-0.6773, 1.5450, -1.3045], [-1.8372, -0.7508, -0.4393], [-2.5522, -1.9054, 1.0889], [2.1341, 0.8094, -0.3962], [1.5762, 1.9273, -2.8716], [2.8223, -0.9249, -0.2981], [-0.3920, 1.8813, 0.9136], [-1.6116, 0.4089, -1.5968], [-0.3468, 0.3089, -0.7515], [-0.2778, 1.1228, -0.0962], [-0.0918, -0.4900, 0.0193], [-0.3969, -0.4382, -0.1861], [1.1705, 0.0351, 0.5312], [0.5672, 1.0229, 0.4729], [1.2435, -0.2245, -0.2752], [-0.6811, -0.3574, 0.5341], [-1.1997, 0.1144, -0.1885], [0.0148, -0.2426, 0.2675], [0.1491, 0.3965, 1.1116], [0.0987, -1.6427, 1.3024], [-0.4149, 0.1084, -0.3948], [-0.6084, 0.2143, 0.1576], [0.0461, -0.6275, 0.2725], [0.0609, 0.0107, -0.0220], [-0.1213, -1.1334, 1.4349], [1.1194, -0.0748, -0.6081], [-0.2191, -0.9855, 0.9231], [-0.0413, 2.0801, 0.5457], [-0.1117, 0.0165, -0.3323], [-0.1201, -1.7520, 0.0343], [0.1745, -1.5250, 2.2010], [0.9458, 1.0086, 0.5733], [-0.0633, 0.2741, 0.8444], [1.3029, -0.8024, -2.0207], [-1.5464, 1.6264, -0.3280], [0.1097, 0.7630, -1.0476], [-0.0924, -0.2995, -0.8305], [0.8187, -0.0954, 1.0302], [-0.3068, -0.0859, -0.1269], [-0.1321, -0.8889, -0.5254], [-0.2907, -0.2333, -0.5402], [0.3476, 0.4613, 0.9750], [-0.2875, 0.0701, 0.1577], [0.4575, 1.5309, -1.3756], [-0.8385, -0.2741, -1.1049], [-0.6254, -0.2614, -0.6620], [-0.2587, -0.1823, -0.2228], [0.1907, -0.1339, -0.2403], [0.4237, 0.1349, 0.1010], [-0.3920, 0.6558, 0.2624], [0.3737, 0.6613, 0.4584], [0.3086, -0.8233, 0.8450], [-0.1859, -0.2591, 0.6408], [-1.3682, -1.3241, 0.3325], [-1.8714, 1.1071, -0.5386], [-0.2911, 1.5249, 1.3714], [0.2866, -1.0545, -0.0870], [1.5852, 0.5955, 0.4246], [-1.3889, 0.0632, 0.7798], [2.3391, -1.1235, 0.1154], [-0.0893, 0.9331, -1.8369], [-1.0069, 0.5529, 0.8995], [0.6778, 0.0674, -0.3312], [0.7404, -0.2776, -0.6237], [0.2699, 0.5643, 0.1582], [1.3486, 0.1913, -0.1134], [-0.3044, 0.2482, 0.1586], [-0.0128, -0.3694, 0.4267], [0.4774, -2.1173, 0.2611], [0.1992, -0.2818, 0.5555], [-0.2313, 0.3767, 0.1593], [-0.6037, 0.0673, -1.1735], [0.0961, 0.3513, -0.5768], [0.5530, 0.6775, -0.3609], [-1.7395, -0.0181, 0.0203], [0.1651, 0.7332, 0.4674], [-0.7170, -1.0529, 0.1622], [0.6195, 0.3718, 0.0038], [0.4375, 0.0542, -0.2768], [-0.2280, -0.7550, -0.1808], [0.4022, -0.3036, -1.2002], [-0.1382, -1.0922, 0.3299], [0.8247, 1.0299, 0.8382], [0.0026, -0.4902, -0.1649], [0.7878, 0.1092, 1.0697], [-0.1002, -0.0518, 0.4068], [0.5277, 0.1471, -0.6337], [-0.4362, 0.0760, -0.0544], [0.3772, -0.3267, -0.0434], [-0.4931, 0.8083, 0.4564], [-1.4959, -0.5049, -0.1075], [0.2036, 0.6495, 0.4057], [0.2291, -0.1766, -0.1476], [1.6913, 2.5889, 1.2128], [-0.9077, -0.7841, -1.0746], [-0.9024, -0.3429, -0.0997], [2.4793, 1.2060, 0.0454], [-0.1800, 0.2663, 1.0862], [-0.7952, -0.0086, -0.7613], [-1.3209, -1.8609, 0.4353], [-0.7517, -0.9387, 0.0740], [0.0059, -0.5944, -0.2348], [-0.0321, -0.9128, -0.0295], [-0.0365, 1.3795, 0.9230], [1.1647, 0.1683, -1.9257], [-0.6139, -0.0566, 0.6342], [-0.0395, 0.9896, -0.4355], [-0.2526, 1.6117, 1.3951], [0.3178, -0.9183, -1.2048], [1.1693, -1.7959, -2.3371], [0.1782, 0.4177, 0.8763], [-0.1052, 2.4441, -1.2499], [-1.4788, -0.1518, -1.5500], [-0.1637, -1.1949, 1.5385], [-0.3343, -0.2753, -0.5792], [0.3352, 0.2509, -0.1700], [0.2745, 1.0175, 0.7850], [0.7915, -0.7023, 1.7435], [-0.8494, 0.7128, 0.1561], [1.2559, 0.6661, -1.6284], [-1.2781, 1.0304, 0.6501], [-0.7195, -1.0365, -1.6098], [-0.5754, 0.0273, 1.9172], [0.0165, -0.4604, -0.2772], [-0.2224, -0.9008, -0.8025], [-0.1796, 1.3449, -0.8084], [-1.1321, 0.7360, -0.6110], [0.3237, 1.4556, 0.9671], [-0.2561, 0.1768, -1.0945], [-0.0074, -0.4844, 0.0549], [0.3318, -1.2827, 0.4677], [0.8916, -0.1010, 0.7056], [0.2829, -0.9633, -0.2366], [0.4004, -0.6211, 0.9936], [1.1580, 2.4492, -1.2763], [-0.1118, 0.0568, 0.2679], [0.0569, -1.5262, -0.2248], [-1.6602, -0.1674, 1.2798], [0.2594, 0.0109, -1.3067], [0.4146, -1.4134, -0.1059], [0.9019, 0.4854, 0.4875], [3.1768, -2.2625, 1.2954], [-0.6524, 1.2370, -0.6653], [-0.1000, -0.8330, -0.1993], [0.2160, -0.2130, -0.1852], [0.1811, 0.6008, 1.1546], [-0.2539, -0.8252, -0.8516], [-2.9286, 1.5528, -0.8148], [-0.4910, 0.4395, 0.9284], [0.6638, -2.5968, -0.6401], [-0.0876, 0.1674, -0.2548], [-0.6195, 2.4386, -0.1692], [0.4632, 0.1907, 2.2296], [-0.4535, -0.0723, -0.2380], [-0.2173, -0.1182, -1.0513], [0.5793, -0.2474, -0.4990], [-0.9353, 0.9614, 0.0958], [-1.3153, 0.0825, 0.5506], [0.7271, -0.3094, -0.7313], [0.8899, -0.1972, -0.8441], [-0.8323, 0.8309, 0.3495], [0.8564, -0.7586, 0.3457], [0.4455, -0.5279, 0.1459], [0.0602, -0.1554, 0.2917], [1.3329, 0.0790, -0.4237], [-1.7606, -1.2852, -0.6331], [0.0116, -2.2812, 0.9699], [0.7899, -1.0878, 0.6779], [0.4860, 0.5689, -1.4481], [-0.8548, 0.3366, 0.6535], [-0.4290, -0.2776, -0.0984], [0.1524, 0.6421, -0.2774], [-0.5596, 2.0657, 1.0231], [-0.0930, -0.3377, -1.3070], [0.9080, -1.0796, -0.3316], [0.4989, -0.1716, 0.0331], [-0.5972, 0.2306, -0.5441], [-0.3154, -0.8208, 2.0647], [0.5978, 0.9419, 0.6737], [-1.4428, -2.0202, -0.9595], [0.6445, 1.5952, 1.0827], [0.2847, 0.3226, -0.6128], [-0.7829, -1.6119, -0.1328], [0.1771, 0.1945, 1.2124], [-0.7810, 0.4765, 0.4716], [0.6762, 1.7223, -1.0449], [0.4354, 0.7604, 1.0081], [-0.2229, 0.1901, 1.0019], [-0.2268, -0.2700, -0.0344], [0.9136, -0.2472, -0.1969], [0.3963, -0.1798, 0.1185], [-0.9196, -0.2172, -1.5496], [0.4171, -0.3380, -0.4496], [0.5012, -0.4425, 0.1573], [1.6848, 0.0410, -0.9390], [0.1535, -1.7789, 0.3054], [0.4483, 0.0023, 1.4483], [-1.3128, 1.6723, -0.6989], [-0.4388, 0.3321, -0.7324], [0.8844, -0.9472, -1.0034], [0.3378, 0.1299, 0.7258], [-0.5975, 0.2757, 1.1294], [-0.9063, 0.8192, -0.4871], [0.3405, -0.3587, -0.5198], [1.8959, -0.9741, 0.4489], [-0.8999, 0.7782, 0.6288], [-1.3028, 0.1945, -0.9515], [0.3456, 0.3219, -0.2841], [0.7660, -1.9459, -0.0206], [-0.5949, -0.0779, 1.0355], [-0.3880, 1.6870, 0.0976], [0.0884, 0.3165, -0.2757], [-1.5603, 0.4349, -1.1378], [1.0275, 0.2068, 0.6878], [1.2392, -0.0815, -0.6942], [-0.9151, -0.5933, 0.9190], [-0.1879, 1.0003, 0.1260], [-0.0008, -0.2112, -1.4454], [0.1925, -0.1927, 0.3074], [0.6420, 0.4735, 0.7579], [-0.5656, -0.9693, 0.5748]],
  "lowdin_charge": [-0.052, -0.138, -0.101, -0.224, -0.002, -0.087, -0.141, -0.139, -0.062, 0.059, 0.059, 0.032, 0.114, 0.083, 0.096, 0.079, 0.129, 0.112, 0.041, 0.114, 0.114, 0.122, 0.115, 0.106, 0.099, 0.113, 0.107, -0.087, -0.214, -0.109, -0.234, 0.017, -0.104, -0.145, -0.196, -0.106, 0.096, 0.053, 0.074, 0.094, 0.089, 0.087, 0.138, 0.098, 0.094, 0.094, 0.140, 0.071, 0.114, 0.122, 0.142, 0.079, 0.166, 0.147, -0.074, -0.230, -0.142, -0.227, 0.018, -0.046, -0.146, -0.113, -0.118, 0.065, 0.065, 0.067, 0.099, 0.119, 0.148, 0.099, 0.105, 0.033, 0.135, 0.133, 0.095, 0.118, 0.095, 0.097, 0.108, 0.138, 0.090, -0.091, -0.243, -0.145, -0.216, 0.073, -0.108, -0.082, -0.094, -0.066, 0.088, 0.080, 0.079, 0.134, 0.116, 0.125, 0.086, 0.069, 0.120, 0.078, 0.137, 0.115, 0.078, 0.072, 0.066, 0.089, 0.112, 0.107, -0.004, -0.540, -0.006, 0.044, 0.045, 0.118, -0.045, 0.086, 0.092, 0.097, 0.047, 0.060, 0.065, 0.049, -0.485, -0.008, 0.064, 0.029, 0.087, -0.020, 0.046, 0.055, 0.105, 0.074, 0.051, 0.086, 0.014, -0.543, 0.035, 0.041, 0.112, 0.124, -0.037, 0.108, 0.050, 0.097, 0.102, 0.049, 0.092, -0.307, -0.051, 0.016, -0.532, 0.101, 0.185, 0.141, -0.258, -0.042, 0.064, 0.088, 0.067, 0.074, 0.121, 0.140, -0.455, -0.083, -0.212, -0.542, 0.147, 0.089, 0.128, -0.253, -0.045, 0.068, 0.075, 0.060, 0.108, 0.072, 0.157, -0.260, -0.091, -0.048, -0.533, 0.176, 0.105, 0.119, -0.263, -0.071, 0.074, 0.084, 0.093, 0.128, 0.119, 0.174, -0.316, -0.063, -0.039, -0.618, 0.180, 0.158, 0.157, -0.282, -0.056, 0.098, 0.055, 0.085, 0.122, 0.082, 0.186, -0.533, -0.102, -0.173, -0.519, 0.124, 0.057, 0.141, -0.229, -0.093, 0.068, 0.068, 0.064, 0.132, 0.112, 0.148, -0.294, 0.564, -0.268, -0.292, -0.165, 0.484, -0.304, -0.255, -0.183, -0.315, 0.496, -0.293, -0.322, -0.193, 0.496, -0.282, -0.262, -0.172, -0.317, 0.532, -0.304, -0.267, -0.159, 0.496, -0.292, -0.285, -0.198],
  "total_charge": -1,
  "orbital_gap_ev": 7.719,
  "largest_force_ev_per_a": 4.11,
  "e_homo_ev": -6.36
}